Record 1
The molecule CH4P2S. Source: OMol25; level of theory: ωB97M-V/def2-TZVPD.

```
8
Properties=species:S:1:pos:R:3:forces:R:3
C -0.0174 0.6208 1.1129 -2.55 1.17 0.27
P 0.0818 -0.0817 -1.9211 1.84 1.35 1.35
P -0.6237 -0.7728 0.0216 0.35 0.36 0.22
S 1.1306 -1.6355 -0.8673 -0.28 0.50 0.21
H 0.9931 0.5682 1.3488 1.87 -0.37 0.45
H -0.6222 0.5762 2.0765 0.77 0.05 -1.14
H -0.1730 1.6522 0.6656 -0.08 -1.30 0.36
H -0.7692 -0.9274 -2.4371 -1.91 -1.76 -1.72
```
Forces are in eV/Å.

## Properties
ΔE to the lowest compared entry with this formula, charge and spin, kJ/mol: 12.9
Multiplicity: 1
Structure (SMILES): CP1#S#[PH]1
Maximum force, Eh/bohr: 0.06058
Total energy, eV: -30514.4823

Atom charges from the Mulliken analysis, given in e for atoms 1 to 4: atom 1 (C): -0.91, atom 2 (P): 0.02, atom 3 (P): 0.15, atom 4 (S): -0.22

=====

Record 2
The molecule CH4S. Source: OMol25; level of theory: ωB97M-V/def2-TZVPD.

```
6
Properties=species:S:1:pos:R:3:forces:R:3
C 0.8415 0.4602 0.6784 0.36 -1.40 -0.40
S -0.4337 -0.2656 -0.4388 2.01 0.17 -1.31
H 1.4195 1.2231 0.1539 -0.14 -0.19 0.07
H 0.4904 0.8348 1.6242 -0.49 0.20 0.10
H 1.4470 -0.4378 0.8978 0.20 0.83 0.03
H -1.4661 -0.1314 0.2738 -1.94 0.38 1.52
```
Forces are in eV/Å.

## Properties
ΔE to the lowest compared entry with this formula, charge and spin, kJ/mol: 22.3
Multiplicity: 1
Structure (SMILES): CS
Maximum force, Eh/bohr: 0.04850
Total energy, eV: -11936.6584

Atom charges from the Mulliken analysis, given in e for atoms 1 to 4: atom 1 (C): -0.69, atom 2 (S): -0.18, atom 3 (H): 0.24, atom 4 (H): 0.30

=====

Per-record HOMO-LUMO gap, eV: 9.6 10.2